DFT (ωB97M-V/def2-TZVPD) results for a 5-piece molecular cluster, C64H144NO3P4 overall.

Element x y z (Å)
C (-0.071, -5.764, -2.270)
C (0.085, -4.595, -3.286)
C (-1.100, -3.580, -3.273)
C (-2.079, -3.477, -4.469)
P (-3.302, -2.152, -4.346)
C (-2.405, -0.553, -4.698)
C (-0.993, -0.659, -5.372)
C (-0.646, 0.693, -5.944)
C (0.799, 0.946, -6.487)
C (-4.051, -2.411, -2.683)
C (-5.226, -3.515, -2.727)
C (-4.784, -4.841, -1.990)
C (-5.197, -4.759, -0.526)
C (-4.495, -2.456, -5.650)
C (-4.171, -2.043, -7.073)
C (-5.243, -2.434, -8.151)
C (-4.620, -2.195, -9.587)
H (-0.385, -5.416, -1.286)
H (0.794, -6.421, -2.186)
H (-0.864, -6.282, -2.810)
H (0.291, -4.874, -4.320)
H (1.068, -4.213, -3.011)
H (-0.761, -2.550, -3.155)
H (-1.646, -3.860, -2.372)
H (-2.677, -4.388, -4.445)
H (-1.576, -3.355, -5.428)
H (-2.063, -0.265, -3.703)
H (-3.168, 0.142, -5.050)
H (-1.036, -1.430, -6.141)
H (-0.196, -0.925, -4.678)
H (-0.705, 1.370, -5.092)
H (-1.405, 0.972, -6.674)
H (0.959, 1.957, -6.862)
H (1.015, 0.324, -7.355)
H (1.525, 0.806, -5.686)
H (-4.450, -1.423, -2.454)
H (-3.313, -2.654, -1.919)
H (-5.763, -3.712, -3.655)
H (-6.051, -2.972, -2.266)
H (-3.720, -4.960, -2.198)
H (-5.364, -5.620, -2.485)
H (-6.277, -4.747, -0.675)
H (-4.924, -3.789, -0.109)
H (-4.950, -5.616, 0.100)
H (-5.379, -1.889, -5.360)
H (-4.726, -3.521, -5.631)
H (-3.313, -2.711, -7.144)
H (-3.866, -1.017, -7.281)
H (-5.891, -1.585, -7.936)
H (-5.830, -3.352, -8.197)
H (-3.791, -2.902, -9.619)
H (-4.426, -1.126, -9.684)
H (-5.294, -2.466, -10.400)
C (-2.049, 5.730, -1.730)
C (-2.943, 6.212, -0.618)
C (-2.377, 7.578, 0.022)
C (-1.374, 7.304, 1.167)
P (0.390, 7.808, 0.928)
C (0.419, 9.545, 1.131)
C (-0.790, 10.466, 0.672)
C (-0.458, 10.897, -0.741)
C (-1.574, 11.753, -1.286)
C (1.509, 7.186, 2.225)
C (0.622, 6.830, 3.525)
C (0.775, 5.362, 3.980)
C (0.511, 5.171, 5.466)
C (0.998, 7.453, -0.767)
C (2.256, 8.204, -1.203)
C (2.619, 7.897, -2.650)
C (3.631, 6.672, -2.747)
H (-1.071, 5.337, -1.453)
H (-1.826, 6.491, -2.478)
H (-2.552, 4.909, -2.242)
H (-3.050, 5.318, -0.004)
H (-3.913, 6.513, -1.016)
H (-3.288, 7.961, 0.482)
H (-2.113, 8.300, -0.751)
H (-1.221, 6.289, 1.534)
H (-1.588, 7.955, 2.015)
H (1.388, 9.936, 0.821)
H (0.517, 9.765, 2.194)
H (-0.849, 11.345, 1.314)
H (-1.798, 10.060, 0.746)
H (-0.349, 10.117, -1.494)
H (0.504, 11.407, -0.791)
H (-2.503, 11.185, -1.239)
H (-1.392, 11.901, -2.351)
H (-1.410, 12.682, -0.741)
H (2.355, 7.802, 2.529)
H (1.966, 6.269, 1.854)
H (-0.405, 7.194, 3.552)
H (0.959, 7.448, 4.357)
H (1.773, 4.953, 3.817)
H (0.165, 4.736, 3.328)
H (1.413, 5.440, 6.016)
H (0.225, 4.128, 5.597)
H (-0.219, 5.823, 5.945)
H (0.163, 7.657, -1.438)
H (1.101, 6.368, -0.725)
H (3.081, 8.026, -0.513)
H (2.081, 9.275, -1.093)
H (3.174, 8.765, -3.009)
H (1.832, 7.739, -3.387)
H (4.493, 6.687, -2.081)
H (3.808, 6.588, -3.820)
H (3.045, 5.800, -2.458)
C (-6.751, -0.088, 9.051)
C (-7.383, -1.262, 8.322)
C (-6.735, -2.640, 8.591)
C (-7.367, -3.757, 7.661)
P (-6.542, -5.387, 8.050)
C (-4.728, -5.273, 7.748)
C (-4.253, -4.887, 6.360)
C (-2.838, -5.010, 5.873)
C (-2.506, -4.485, 4.413)
C (-6.750, -5.858, 9.825)
C (-8.230, -5.974, 10.088)
C (-8.563, -5.685, 11.538)
C (-8.640, -7.034, 12.397)
C (-7.193, -6.790, 6.888)
C (-6.686, -8.255, 7.185)
C (-5.559, -8.806, 6.311)
C (-5.447, -10.334, 6.476)
H (-5.755, 0.235, 8.748)
H (-6.814, -0.318, 10.114)
H (-7.227, 0.893, 9.028)
H (-7.437, -1.089, 7.247)
H (-8.406, -1.339, 8.691)
H (-6.943, -2.996, 9.600)
H (-5.649, -2.635, 8.495)
H (-7.347, -3.495, 6.603)
H (-8.393, -4.042, 7.892)
H (-4.394, -6.283, 7.984)
H (-4.270, -4.641, 8.509)
H (-4.625, -3.912, 6.045)
H (-4.791, -5.481, 5.622)
H (-2.450, -6.025, 5.952)
H (-2.247, -4.379, 6.536)
H (-2.922, -3.494, 4.230)
H (-2.961, -5.094, 3.632)
H (-1.423, -4.410, 4.310)
H (-6.247, -5.141, 10.473)
H (-6.189, -6.735, 10.147)
H (-8.583, -6.956, 9.773)
H (-8.869, -5.293, 9.526)
H (-9.543, -5.213, 11.613)
H (-7.882, -4.954, 11.974)
H (-9.331, -7.104, 13.237)
H (-7.688, -7.135, 12.918)
H (-8.768, -7.920, 11.776)
H (-6.923, -6.419, 5.900)
H (-8.268, -6.723, 6.716)
H (-7.541, -8.913, 7.029)
H (-6.448, -8.236, 8.248)
H (-4.550, -8.444, 6.508)
H (-5.921, -8.490, 5.333)
H (-6.278, -10.844, 5.988)
H (-5.326, -10.660, 7.509)
H (-4.545, -10.651, 5.953)
C (10.659, 4.135, -5.613)
C (9.270, 3.860, -6.279)
C (8.854, 2.406, -6.038)
C (8.612, 1.962, -4.566)
P (8.793, 0.252, -4.063)
C (10.403, -0.369, -4.647)
C (11.592, -0.090, -3.621)
C (12.444, -1.301, -3.215)
C (11.708, -2.570, -2.714)
C (7.495, -0.619, -4.829)
C (7.698, -2.106, -4.956)
C (6.475, -2.858, -5.363)
C (5.612, -2.394, -6.515)
C (8.677, 0.073, -2.134)
C (7.216, 0.305, -1.598)
C (7.398, 0.415, -0.009)
C (6.285, 1.289, 0.654)
H (11.041, 5.141, -5.785)
H (11.434, 3.563, -6.122)
H (10.764, 3.890, -4.556)
H (9.453, 4.078, -7.331)
H (8.657, 4.599, -5.764)
H (9.718, 1.849, -6.399)
H (8.104, 2.101, -6.768)
H (7.631, 2.243, -4.182)
H (9.324, 2.508, -3.947)
H (10.659, 0.004, -5.638)
H (10.263, -1.418, -4.905)
H (11.369, 0.496, -2.730)
H (12.199, 0.573, -4.239)
H (13.160, -0.990, -2.453)
H (13.123, -1.544, -4.032)
H (11.181, -3.023, -3.554)
H (10.989, -2.274, -1.950)
H (12.297, -3.369, -2.263)
H (7.442, -0.211, -5.839)
H (6.552, -0.424, -4.318)
H (8.047, -2.524, -4.011)
H (8.554, -2.401, -5.563)
H (5.827, -2.984, -4.495)
H (6.821, -3.871, -5.572)
H (6.253, -2.091, -7.343)
H (5.065, -1.529, -6.142)
H (4.923, -3.190, -6.798)
H (9.414, 0.729, -1.672)
H (9.073, -0.890, -1.812)
H (6.500, -0.503, -1.747)
H (6.630, 1.191, -1.842)
H (8.389, 0.799, 0.233)
H (7.255, -0.544, 0.489)
H (5.260, 0.918, 0.667)
H (6.202, 2.304, 0.266)
H (6.611, 1.477, 1.676)
N (0.705, 1.693, 0.159)
O (0.312, 0.624, 0.575)
O (1.290, 1.781, -0.936)
O (0.433, 2.715, 0.819)

Cartesian forces (eV/Å) of the 6 atoms listed first:
-1.1 0.2 -2.0
1.2 0.5 0.2
0.5 0.5 0.4
0.2 -1.0 0.5
1.8 -0.4 -0.1
0.6 -1.3 1.9

Output
Calculated total energy in Ha: -4169.71599
Kohn-Sham gap in eV: 7.0
Total charge: +3
Energy relative to the best compared isomer or geometry (same formula, charge and spin) in kcal/mol: 156.3

These are the Mulliken partial charges, in e, on atoms 1 to 99: number 1, C, carries -1.145; number 2, C, carries -0.909; number 3, C, carries -0.301; number 4, C, carries -1.127; number 5, P, carries 0.923; number 6, C, carries -1.362; number 7, C, carries -0.219; number 8, C, carries -0.710; number 9, C, carries -1.380; number 10, C, carries -1.117; number 11, C, carries -0.781; number 12, C, carries -0.509; number 13, C, carries -1.167; number 14, C, carries -1.056; number 15, C, carries -0.846; number 16, C, carries -0.668; number 17, C, carries -1.185; number 18, H, carries 0.311; number 19, H, carries 0.398; number 20, H, carries 0.259; number 21, H, carries 0.432; number 22, H, carries 0.361; number 23, H, carries 0.343; number 24, H, carries -0.038; number 25, H, carries 0.666; number 26, H, carries 0.724; number 27, H, carries 0.763; number 28, H, carries 0.632; number 29, H, carries 0.394; number 30, H, carries 0.272; number 31, H, carries 0.351; number 32, H, carries 0.376; number 33, H, carries 0.404; number 34, H, carries 0.343; number 35, H, carries 0.325; number 36, H, carries 0.594; number 37, H, carries 0.548; number 38, H, carries 0.464; number 39, H, carries 0.503; number 40, H, carries 0.133; number 41, H, carries 0.369; number 42, H, carries 0.331; number 43, H, carries 0.303; number 44, H, carries 0.365; number 45, H, carries 0.545; number 46, H, carries 0.606; number 47, H, carries 0.355; number 48, H, carries 0.346; number 49, H, carries 0.310; number 50, H, carries 0.457; number 51, H, carries 0.303; number 52, H, carries 0.319; number 53, H, carries 0.388; number 54, C, carries -1.109; number 55, C, carries -0.665; number 56, C, carries -0.909; number 57, C, carries -1.350; number 58, P, carries 1.378; number 59, C, carries -1.732; number 60, C, carries -0.756; number 61, C, carries -0.332; number 62, C, carries -1.439; number 63, C, carries -1.309; number 64, C, carries -0.850; number 65, C, carries -0.440; number 66, C, carries -1.388; number 67, C, carries -0.789; number 68, C, carries -0.620; number 69, C, carries -0.822; number 70, C, carries -1.160; number 71, H, carries 0.258; number 72, H, carries 0.294; number 73, H, carries 0.379; number 74, H, carries 0.319; number 75, H, carries 0.374; number 76, H, carries 0.462; number 77, H, carries 0.381; number 78, H, carries 0.775; number 79, H, carries 0.588; number 80, H, carries 0.831; number 81, H, carries 0.612; number 82, H, carries 0.549; number 83, H, carries 0.261; number 84, H, carries 0.107; number 85, H, carries 0.524; number 86, H, carries 0.315; number 87, H, carries 0.392; number 88, H, carries 0.366; number 89, H, carries 0.586; number 90, H, carries 0.607; number 91, H, carries 0.592; number 92, H, carries 0.484; number 93, H, carries 0.342; number 94, H, carries 0.288; number 95, H, carries 0.348; number 96, H, carries 0.376; number 97, H, carries 0.343; number 98, H, carries 0.288; number 99, H, carries 0.766